(1)
The following is a quantum chemistry calculation of a cluster of 2 separate species, C19H28BN4O7PS in total at a distorted geometry, from OMol25.

```
61
Properties=species:S:1:pos:R:3:forces:R:3
C 2.0442 3.4300 -1.4397 -0.51 -0.43 0.52
C 1.9871 2.2969 -1.8581 -0.58 -0.42 -0.59
C 1.7187 0.8775 -2.3378 0.64 0.78 1.21
C 0.6768 0.2621 -1.3619 0.95 0.59 -1.30
N 1.1186 -0.7160 -0.5899 -2.36 1.45 -0.16
C 0.1122 -1.1266 0.2418 0.39 -1.79 1.57
C 0.4252 -2.1901 1.1993 -0.02 -0.28 1.22
P 2.0900 -2.9817 1.2372 0.88 -0.53 -2.53
N 2.4430 -3.5708 -0.1483 -0.30 0.32 0.45
O 2.0344 -4.2041 2.3613 0.24 1.98 0.04
O 3.2735 -1.8911 1.6613 -1.29 -1.05 1.16
C -0.5055 -2.6658 2.1097 -1.00 0.69 -0.24
C -1.8768 -2.1420 2.1393 1.22 0.35 -0.84
C -2.8633 -2.7005 3.1623 -0.08 -0.36 -0.10
O -2.2531 -2.7800 4.4562 -0.37 0.04 -0.10
C -3.1508 -2.3740 5.4812 -0.09 0.94 0.72
C -3.1747 -0.8059 5.6806 0.04 -0.38 -0.23
C -2.1959 -1.1519 1.2153 -0.16 0.05 0.30
B -3.6934 -0.5452 1.1524 0.36 0.11 -0.31
O -3.9358 0.7876 1.3989 0.18 -0.94 0.26
O -4.7385 -1.4026 0.8065 0.35 0.93 -0.27
C -1.2123 -0.6225 0.2758 -0.13 -0.58 0.49
N -1.6210 0.3628 -0.5805 1.37 -0.20 -0.21
C -0.6753 0.8128 -1.3867 -0.03 0.01 -0.05
C -1.0981 1.9495 -2.3494 -0.92 -1.10 0.05
C -2.4233 1.5182 -3.1014 0.13 0.03 0.34
C -3.4709 2.6464 -3.1479 -0.11 -0.06 -0.41
N -4.8646 2.2180 -3.1906 0.57 -0.56 -0.14
O -3.1762 3.8130 -3.1834 0.21 -0.29 0.10
H 1.8676 4.3308 -0.8608 0.48 -0.43 -0.64
H 1.3852 0.8462 -3.3903 0.16 0.14 0.51
H 2.6920 0.3525 -2.2400 -0.75 0.01 -0.19
H 3.3038 -3.1783 -0.5188 -0.17 -0.25 -0.10
H 2.5113 -3.9028 3.1514 -0.36 -0.45 0.12
H 3.6788 -2.1856 2.4934 0.14 0.47 -0.24
H -0.2499 -3.4506 2.8331 0.01 0.41 -0.41
H -3.1676 -3.7297 2.8532 0.17 0.57 0.14
H -3.7986 -2.1148 3.2600 0.54 -0.05 -0.47
H -4.1821 -2.7370 5.2897 0.56 0.00 0.04
H -2.8033 -2.8052 6.4378 -0.08 -0.12 -0.66
H -2.4693 -0.3315 4.9655 -0.47 -0.28 0.38
H -2.8319 -0.5543 6.7011 -0.22 -0.04 -0.51
H -4.1893 -0.3847 5.5300 0.61 -0.18 0.07
H -3.0993 1.2153 1.6293 -0.27 0.07 -0.08
H -4.5499 -1.7296 -0.0863 -0.16 -0.37 0.39
H -0.3543 2.1457 -3.1338 -0.11 0.29 0.77
H -1.3252 2.8335 -1.7222 0.42 -0.28 -0.57
H -2.9066 0.6354 -2.6470 0.31 0.49 -0.09
H -2.1225 1.2041 -4.1269 -0.56 0.38 0.45
H -5.3132 2.5905 -4.0252 0.06 0.20 0.37
H -5.3593 2.5301 -2.3583 0.09 0.07 -0.23
C 7.3429 1.4749 -2.5882 0.10 -0.06 -0.12
S 5.6084 1.7924 -2.2255 -0.01 0.12 0.16
O 4.8337 0.6152 -2.7065 0.14 0.06 -0.12
C 5.3966 3.1061 -3.4362 -0.01 0.05 -0.18
H 7.6771 0.6496 -1.9615 -0.10 0.02 0.02
H 7.4602 1.2045 -3.6383 -0.07 0.00 0.01
H 7.9312 2.3643 -2.3598 -0.05 0.01 0.03
H 5.6360 2.7337 -4.4332 0.02 -0.07 0.05
H 6.0459 3.9443 -3.1806 0.00 -0.03 0.05
H 4.3574 3.4312 -3.4082 0.02 -0.08 0.11
```
Forces are in eV/Å.

For the energy, the calculation gives -2250.91553 a.u.

---

(2)
The following is a quantum chemistry calculation of a cluster of 2 separate species, C3H5NO in total, from OMol25.

```
10
Properties=species:S:1:pos:R:3:forces:R:3
C -1.9179 0.2803 -0.0912 -0.53 0.41 0.19
C -0.9734 -0.5420 -0.4198 0.56 -0.69 -0.19
C 2.6045 -0.0334 0.2828 -0.08 -0.29 0.27
N -2.6813 1.1387 0.2904 -0.01 0.53 0.20
O 2.9524 0.9074 -0.3661 0.08 0.23 -0.20
H -0.5235 -0.5310 -1.3958 -0.01 0.11 -0.19
H -0.6429 -1.2869 0.2845 -0.08 -0.10 0.11
H 1.5493 -0.3359 0.3709 -0.10 0.09 -0.07
H 3.3188 -0.6587 0.8446 0.16 0.00 0.01
H -3.6858 1.0613 0.1996 0.00 -0.30 -0.14
```
Forces are in eV/Å.

As for the SMILES: C=C=N.C=O. For the energy, the calculation gives -247.21898 a.u.

---

(3)
The following is a quantum chemistry calculation of a structure of composition C35H37F4N5O4Tl, from OMol25.

```
86
Properties=species:S:1:pos:R:3:forces:R:3
Tl 0.5500 -1.0063 0.3740 0.15 -0.34 0.05
C 4.2327 -1.9633 0.7930 -0.01 0.02 0.02
C 4.0365 -1.1276 -0.4572 -0.01 0.01 0.00
N 2.7922 -1.4039 -1.1889 0.00 0.02 -0.01
C 2.7101 -0.4445 -2.3056 0.07 -0.01 -0.03
C 1.5416 -0.6300 -3.2632 0.02 -0.11 -0.03
C 2.7110 -2.8031 -1.6379 -0.06 0.03 0.02
C 1.6431 -3.5937 -0.8853 -0.01 0.05 -0.04
N 0.3681 -2.8800 -0.8568 0.10 0.10 0.14
C -0.7751 -3.3644 -1.3688 -0.09 -0.12 0.05
C -1.9491 -2.5615 -1.3862 0.03 -0.03 0.03
F -1.8697 -1.2977 -0.9209 0.02 0.08 -0.01
C -3.1736 -2.9893 -1.8321 0.02 -0.02 -0.01
F -4.2082 -2.1311 -1.7751 -0.03 0.03 0.00
C -3.3738 -4.2587 -2.3437 0.00 0.01 0.02
C -2.2551 -5.0620 -2.3658 -0.01 0.00 0.00
F -2.3606 -6.3190 -2.8439 0.00 -0.03 -0.02
C -1.0182 -4.6568 -1.9084 0.01 0.03 0.03
F -0.0375 -5.5916 -1.9742 -0.02 -0.05 -0.02
H 5.1934 -1.7075 1.2446 0.00 -0.01 0.00
H 4.2376 -3.0336 0.5838 0.01 0.01 0.01
H 3.4564 -1.7585 1.5260 -0.10 0.01 0.05
H 4.8922 -1.2697 -1.1410 -0.01 0.00 0.00
H 4.0132 -0.0715 -0.1805 -0.01 -0.01 0.02
H 3.6530 -0.4791 -2.8788 0.00 -0.01 0.00
H 2.6398 0.5473 -1.8565 0.01 -0.01 -0.01
H 1.6656 -1.4892 -3.9225 0.05 -0.01 -0.03
H 1.4711 0.2582 -3.8949 -0.01 -0.01 0.03
H 0.5989 -0.7325 -2.7307 0.04 -0.02 -0.07
H 3.6798 -3.2960 -1.4974 -0.01 -0.03 -0.04
H 2.4967 -2.8361 -2.7053 -0.02 0.03 0.00
H 1.9739 -3.7504 0.1402 -0.02 -0.02 0.15
H 1.5644 -4.5694 -1.3511 0.02 0.02 0.04
H -4.3347 -4.5946 -2.6994 0.00 0.00 -0.01
C -1.8189 -3.9295 1.7735 0.06 0.06 -0.08
O -1.6835 -2.5282 1.5795 0.27 -0.08 -0.10
C -2.5868 -1.7253 2.1788 0.02 0.13 0.08
C -3.8235 -2.1978 2.6034 -0.08 0.04 0.02
C -4.7298 -1.3434 3.2110 -0.01 -0.01 0.00
C -4.3987 -0.0129 3.4055 -0.02 -0.01 0.01
C -3.1628 0.4552 2.9920 -0.11 0.02 0.05
C -2.2383 -0.3774 2.3709 -0.11 -0.14 0.02
N -0.9508 0.0994 1.9585 -0.10 0.12 0.07
N -0.8396 1.3326 2.1890 0.17 0.07 -0.09
C 0.2733 2.0855 1.9741 0.09 0.04 0.01
C 1.6058 1.6215 1.7514 0.04 0.06 0.00
O 1.9593 0.4214 1.5759 -0.04 -0.11 -0.05
C 2.6618 2.6207 1.7613 -0.02 -0.05 -0.01
C 2.4170 3.9371 1.8768 -0.02 0.04 0.02
C 1.0813 4.4361 2.0328 0.04 0.01 -0.03
C 0.8284 5.8164 2.1062 -0.01 0.01 0.00
C -0.4498 6.2957 2.2510 0.01 0.00 0.00
C -1.5110 5.3819 2.3244 0.00 0.00 0.01
C -1.2835 4.0295 2.2477 -0.02 0.01 0.00
C 0.0215 3.5112 2.1039 0.00 -0.06 -0.03
H -1.9418 -4.1535 2.8354 0.00 -0.01 0.00
H -0.8940 -4.3709 1.4190 0.09 0.00 -0.04
H -2.6657 -4.3243 1.2042 0.03 -0.01 -0.02
H -4.0800 -3.2363 2.4496 -0.01 0.04 0.01
H -5.6901 -1.7254 3.5335 -0.01 0.00 0.00
H -5.0948 0.6612 3.8877 0.00 0.00 0.00
H -2.8824 1.4847 3.1619 -0.04 -0.08 0.01
H 3.6657 2.2333 1.6376 0.00 0.01 0.00
H 3.2331 4.6522 1.8489 0.00 0.00 0.00
H 1.6681 6.5002 2.0423 0.00 0.00 0.00
H -0.6367 7.3608 2.3006 -0.01 0.00 0.00
H -2.5262 5.7454 2.4300 0.00 0.00 0.00
H -2.1127 3.3378 2.2729 0.00 0.03 -0.01
C 1.2321 3.6951 -2.4930 0.00 0.01 0.00
C -0.1212 3.0079 -2.2685 0.04 -0.02 -0.01
C -0.7479 2.6400 -3.6200 0.01 0.00 0.00
C -1.0556 3.9583 -1.5109 -0.01 -0.01 0.00
C 0.0885 1.7783 -1.4848 -0.10 0.00 0.06
C 0.2530 0.7513 -0.8677 -0.21 0.20 0.10
H 1.0979 4.6127 -3.0726 0.00 0.00 0.00
H 1.9138 3.0374 -3.0359 0.00 0.00 0.00
H 1.6916 3.9495 -1.5363 0.00 0.00 0.00
H -0.8927 3.5393 -4.2250 0.00 0.00 0.00
H -1.7148 2.1574 -3.4724 0.00 0.00 0.00
H -0.1057 1.9487 -4.1679 -0.02 0.02 0.00
H -1.2613 4.8425 -2.1211 0.00 0.00 0.00
H -0.6060 4.2811 -0.5721 0.02 0.00 0.04
H -2.0006 3.4651 -1.2793 0.00 0.00 -0.01
O 1.6079 -3.9668 2.3659 0.03 -0.16 -0.19
N 1.4024 -2.9988 3.0773 -0.10 -0.03 -0.08
O 1.0392 -1.9270 2.5036 -0.01 0.25 -0.10
```
Forces are in eV/Å.

As for the charge: -1. For the energy, the calculation gives -2502.44511 a.u.

---

| no. | E_LUMO (eV) | Kohn-Sham gap (eV) | highest occupied orbital energy (eV) |
| --- | --- | --- | --- |
| 1 | -0.402 | 7.9 | -8.29 |
| 2 | 0.862 | 10.0 | -9.17 |
| 3 | 2.127 | 6.9 | -4.75 |